# 1
{
  "formula": "C5H19BCl2HgO6P",
  "method": "wB97M-V/def2-TZVPD",
  "symbols": ["Hg", "Cl", "Cl", "B", "H", "H", "H", "H", "C", "O", "P", "O", "O", "C", "O", "C", "H", "H", "H", "H", "H", "H", "H", "H", "H", "C", "C", "O", "O", "H", "H", "H", "H", "H", "H"],
  "positions_angstrom": [[-10.41, 7.18, -34.42], [-9.15, 10.69, -32.90], [-11.49, 4.15, -31.43], [-7.42, 5.16, -34.10], [-8.27, 4.74, -34.62], [-6.53, 4.56, -34.20], [-7.35, 6.18, -34.44], [-7.65, 5.18, -33.04], [-9.29, 7.24, -42.24], [-9.54, 7.36, -40.84], [-9.05, 8.69, -40.03], [-9.02, 8.45, -38.63], [-7.55, 8.95, -40.59], [-6.77, 10.05, -40.24], [-9.92, 9.94, -40.54], [-10.17, 11.06, -39.73], [-8.38, 6.69, -42.47], [-9.13, 8.19, -42.74], [-10.09, 6.67, -42.71], [-7.11, 11.06, -40.46], [-5.89, 9.92, -40.86], [-6.40, 10.02, -39.22], [-11.23, 11.33, -39.82], [-9.54, 11.83, -40.16], [-9.77, 10.88, -38.73], [-14.39, 7.69, -36.59], [-14.56, 6.25, -36.33], [-13.34, 5.61, -36.43], [-13.66, 8.29, -35.49], [-15.44, 7.95, -36.71], [-13.81, 7.84, -37.51], [-15.26, 5.76, -37.02], [-14.92, 6.10, -35.31], [-13.66, 4.78, -36.78], [-13.86, 9.23, -35.44]],
  "lowdin_charge": [0.89, -0.57, -0.51, -0.42, -0.09, -0.08, -0.09, -0.07, -0.13, -0.19, 0.40, -0.20, -0.22, -0.13, -0.23, -0.10, 0.09, 0.08, 0.09, 0.08, 0.09, 0.10, 0.09, 0.08, 0.09, -0.24, -0.31, -0.06, -0.10, 0.12, 0.12, 0.12, 0.13, 0.09, 0.08],
  "homo_lumo_gap_ha": 0.11478,
  "total_charge": -1,
  "relative_energy_ev": 9.402
}

# 2
{
  "formula": "C5H19N2Sr",
  "method": "wB97M-V/def2-TZVPD",
  "symbols": ["C", "Sr", "N", "N", "H", "H", "H", "H", "H", "H", "H", "H", "H", "H", "C", "C", "C", "C", "H", "H", "H", "H", "H", "H", "H", "H", "H"],
  "positions_angstrom": [[-1.11, 0.01, -2.66], [0.78, 1.31, -1.57], [2.65, 0.18, 0.07], [1.99, -0.49, -3.09], [2.50, -0.74, 0.50], [2.38, 2.93, -0.81], [-2.01, 0.47, -2.21], [-1.37, -1.07, -2.76], [-1.04, 0.38, -3.70], [2.20, -1.39, -2.65], [2.87, -0.10, -3.41], [1.45, -0.73, -3.93], [3.51, 0.11, -0.49], [2.87, 0.83, 0.83], [-0.24, 0.64, 2.41], [-1.11, -0.46, 1.83], [-2.37, -0.67, 2.74], [-1.48, -0.16, 0.44], [-0.71, 1.62, 2.33], [0.72, 0.70, 1.89], [-0.02, 0.46, 3.47], [-0.56, -1.42, 1.83], [-3.01, 0.24, 2.74], [-2.98, -1.52, 2.37], [-2.07, -0.89, 3.78], [-1.75, -1.00, -0.21], [-2.07, 0.75, 0.27]],
  "lowdin_charge": [-0.46, 0.84, -0.08, -0.07, 0.03, -0.29, -0.09, -0.09, -0.12, 0.04, 0.02, 0.03, 0.01, 0.00, -0.14, -0.61, -0.14, -0.22, 0.07, 0.02, 0.05, 0.10, 0.06, 0.06, 0.04, -0.03, -0.03],
  "homo_lumo_gap_ha": [0.13403, 0.13405],
  "total_charge": -1
}

# 3
{
  "formula": "C5H19N3O2",
  "method": "wB97M-V/def2-TZVPD",
  "symbols": ["C", "C", "C", "N", "C", "N", "C", "N", "H", "H", "H", "H", "H", "H", "H", "H", "H", "H", "H", "H", "H", "H", "H", "O", "H", "H", "O", "H", "H"],
  "positions_angstrom": [[2.37, -0.99, 1.80], [1.70, -0.66, 0.48], [1.32, 0.92, 0.37], [2.45, 1.68, 0.78], [1.19, 1.14, -1.18], [-0.14, 1.15, -1.75], [-0.65, -0.11, -2.33], [-1.83, -0.52, -1.60], [2.64, -2.04, 1.97], [3.37, -0.50, 1.70], [1.80, -0.83, 2.72], [2.30, -1.02, -0.40], [0.62, -1.01, 0.41], [0.32, 1.04, 0.83], [2.31, 2.69, 0.74], [2.79, 1.46, 1.72], [1.93, 0.45, -1.59], [1.79, 2.03, -1.35], [-0.80, 1.38, -1.01], [-0.95, 0.07, -3.39], [0.00, -1.01, -2.38], [-1.75, -1.00, -0.71], [-2.59, -0.90, -2.17], [-3.36, 0.25, 1.54], [-2.68, 0.08, 2.22], [-3.11, 1.00, 0.99], [-2.02, -2.27, 1.15], [-2.51, -1.57, 0.69], [-1.12, -2.43, 0.86]],
  "lowdin_charge": [-0.13, -0.21, -0.39, 0.02, -0.23, -0.04, -0.31, 0.00, 0.06, 0.08, 0.08, 0.12, 0.09, 0.13, 0.09, 0.07, 0.10, 0.09, 0.08, 0.11, 0.11, 0.01, 0.08, -0.07, 0.06, 0.03, -0.07, 0.00, 0.02],
  "smiles": "CC[C@@H](N)CNCN.O.O",
  "homo_lumo_gap_ha": 0.33697,
  "total_charge": 0,
  "relative_energy_ev": 1.142
}

# 4
{
  "formula": "C5H19NO4",
  "method": "wB97M-V/def2-TZVPD",
  "symbols": ["C", "C", "C", "C", "N", "C", "H", "H", "H", "H", "H", "H", "H", "H", "H", "H", "H", "O", "H", "H", "O", "H", "H", "O", "H", "H", "O", "H", "H"],
  "positions_angstrom": [[-1.75, -0.15, 1.53], [-0.91, -0.90, 0.83], [0.56, -0.57, 0.89], [1.05, -0.68, 2.34], [-1.30, -1.77, -0.20], [-0.69, -3.11, -0.05], [-2.79, -0.43, 1.70], [-1.54, 0.78, 2.02], [1.06, -1.33, 0.22], [0.78, 0.44, 0.38], [0.53, 0.05, 2.92], [0.79, -1.71, 2.71], [2.15, -0.51, 2.37], [-2.30, -1.85, -0.21], [-0.50, -3.36, 1.05], [0.18, -3.14, -0.74], [-1.28, -3.81, -0.66], [1.12, 2.82, 0.64], [1.93, 3.32, 0.61], [0.25, 3.20, 0.61], [1.99, -0.75, -1.93], [1.61, 0.09, -1.61], [1.33, -1.15, -2.39], [1.15, 1.94, -1.98], [0.25, 1.51, -1.93], [1.35, 2.02, -1.03], [-1.74, 1.89, -1.19], [-2.48, 2.46, -1.10], [-2.04, 1.02, -1.12]],
  "lowdin_charge": [0.02, -0.44, -0.22, -0.09, -0.05, -0.10, 0.05, 0.06, 0.09, 0.10, 0.05, 0.09, 0.08, 0.10, 0.11, 0.07, 0.08, -0.03, 0.05, 0.05, -0.03, 0.00, -0.03, -0.09, 0.04, -0.02, -0.01, 0.04, 0.01],
  "smiles": "C=C(CC)NC.O.O.O.O",
  "homo_lumo_gap_ha": 0.32509,
  "total_charge": 0,
  "relative_energy_ev": 2.421
}